Density functional theory data (ωB97M-V with the def2-TZVPD basis set) for a cluster of 6 separate species, C30H44N3O14P in total.

Structure (XYZ):
```
92
Properties=species:S:1:pos:R:3:mulliken_charge:R:1
P 0.301 0.265 -0.427 -0.147
O 0.300 0.278 -6.574 -0.360
O -0.887 3.925 3.942 -0.644
O -1.057 -1.339 -5.749 -0.559
O -2.055 -0.169 3.132 -0.293
O -1.680 -1.633 -0.911 -0.563
O 1.628 -2.521 6.909 -0.606
O -7.064 -1.071 -3.739 -0.597
O 1.177 4.350 4.817 -0.717
O 0.192 0.729 -2.088 -0.532
O 4.917 3.109 -2.336 -0.544
O -3.114 -2.450 0.643 -0.361
O -0.118 -1.280 3.519 -0.622
O -4.878 -1.653 -3.875 -0.261
O 1.562 -0.510 7.954 -0.374
N 5.835 1.464 -0.951 0.063
N 1.182 1.600 0.412 0.490
N 1.214 -1.237 -0.385 -0.469
C -4.643 -1.694 -6.203 -0.555
C 5.822 -0.027 -1.105 -0.715
C 2.962 0.704 6.526 -0.461
C 3.079 3.362 0.743 -0.528
C 0.035 -0.970 -6.103 0.445
C 1.279 -1.815 -6.136 -0.359
C 1.075 3.245 2.482 0.297
C -3.213 0.162 3.908 -0.334
C -5.924 -0.962 -5.865 -0.323
C -6.065 -1.233 -4.392 0.292
C 3.136 1.680 -1.427 0.168
C -1.210 -0.926 3.885 0.408
C 4.670 2.117 -1.581 -0.053
C 2.368 -0.771 -6.267 -0.240
C 0.519 2.084 1.623 0.003
C -4.992 -1.148 0.144 -0.468
C 6.011 1.844 0.483 -0.849
C 2.438 2.185 -0.074 0.501
C 1.883 -1.343 6.927 0.518
C -4.530 -2.402 0.849 -0.389
C 1.664 0.343 -7.005 -0.467
C 1.911 0.835 7.602 -0.392
C -3.279 -0.889 4.991 -0.568
C -1.818 -1.203 5.231 -0.222
C 2.551 -0.572 5.822 -0.004
C -4.021 -1.048 -1.012 0.037
C -3.877 -1.630 -4.903 -0.291
C 2.425 3.931 2.050 -0.719
C 0.373 3.842 3.789 0.251
C -2.793 -1.708 -0.450 0.399
H -3.821 -0.010 -1.280 0.350
H 3.025 0.561 -1.619 -0.142
H 1.694 0.207 -8.090 0.273
H -0.480 1.626 1.975 0.394
H 1.239 -2.473 -7.007 0.291
H 1.441 -1.542 0.572 0.295
H 5.956 -0.466 -0.041 0.328
H 4.049 3.843 0.397 0.487
H -3.808 -0.553 5.885 0.393
H -1.372 -0.531 5.969 0.152
H -3.207 -2.482 -4.781 0.310
H 2.902 4.789 2.639 0.410
H -4.099 0.148 3.270 0.221
H 2.667 -0.426 -5.271 0.006
H 6.021 2.977 0.646 0.272
H -3.085 1.170 4.313 0.301
H 2.563 2.206 -2.284 0.323
H 2.290 1.358 8.482 0.314
H 3.948 0.569 6.984 0.256
H -1.672 -2.244 5.521 0.369
H 1.012 1.347 7.245 0.221
H -3.299 -0.708 -4.806 0.214
H -4.868 -0.284 0.804 0.122
H 7.044 1.446 0.803 0.359
H 3.013 1.572 5.867 0.342
H -4.870 -2.737 -6.449 0.283
H -6.773 -1.360 -6.420 0.285
H 3.414 -1.112 5.432 0.307
H -4.745 -2.372 1.919 0.300
H 5.207 1.376 1.165 0.337
H 6.795 -0.303 -1.668 0.268
H -6.039 -1.188 -0.165 0.381
H -3.789 -1.781 4.613 0.208
H 2.080 1.322 -6.760 0.337
H 1.385 -2.394 -5.219 0.293
H 4.896 -0.450 -1.618 0.210
H 1.822 -0.383 5.029 -0.111
H 3.261 -1.130 -6.780 0.333
H -4.362 -1.613 -1.883 0.043
H 0.141 -0.143 -2.564 0.301
H -5.831 0.116 -6.022 0.256
H -4.098 -1.262 -7.044 0.289
H 2.037 -1.233 -1.005 0.231
H -4.975 -3.306 0.423 0.301
```

Calculated values
HOMO ... -7.6 eV
Total charge ... 0
Orbital gap ... 6.013 eV



Density functional theory data (ωB97M-V with the def2-TZVPD basis set) for a structure of composition C37H31BF2N3O2RhSb.

Structure (XYZ):
```
78
Properties=species:S:1:pos:R:3:mulliken_charge:R:1
Sb -1.593 -2.312 -0.517 2.957
Rh -0.160 -0.373 0.234 -1.047
F -1.043 1.426 -1.837 -0.156
F -2.486 1.403 -0.127 -0.170
O 3.783 -3.779 4.305 -0.729
O 4.718 -4.240 2.285 -0.713
N 1.141 -0.751 -1.350 0.406
N 1.619 -0.647 1.243 -0.617
N -0.695 0.099 2.228 0.620
C 3.393 -1.380 -1.845 -0.688
C 2.386 -1.110 -0.939 0.010
C -1.265 -3.745 -3.191 -1.078
C -3.143 -2.292 -4.598 -0.867
C -0.067 -3.630 0.149 1.245
C 2.020 -4.780 -0.260 -1.663
C -3.413 -3.123 0.200 1.247
C 2.566 -1.263 0.519 0.931
C -1.525 -4.062 -4.515 -0.963
C 3.469 -2.108 1.127 -0.272
C 0.895 -0.671 -2.664 -0.440
C 0.272 -0.230 3.126 0.235
C -5.692 -4.533 0.887 -0.773
C -5.532 -3.217 1.291 -0.641
C -4.707 -5.155 0.136 -0.889
C -1.923 -2.680 -2.576 1.431
C -1.027 0.645 4.932 -0.637
C 1.493 -0.853 2.564 0.882
C -2.908 -1.966 -3.266 0.200
C -1.989 1.023 4.011 -0.997
C 0.974 -3.992 -0.710 -0.794
C 3.129 -1.296 -3.202 -0.638
C -0.029 -4.019 1.498 1.305
C -3.764 -0.928 -2.591 -1.077
C 4.052 -3.600 3.113 0.387
C -1.786 0.732 2.674 -0.677
C -1.085 -3.630 2.500 -1.870
C -3.570 -4.445 -0.213 -1.200
C 0.121 0.015 4.478 -0.767
C 3.331 -2.360 2.488 -0.342
C 2.055 -5.189 1.064 -0.749
C -2.452 -3.317 -5.226 -0.817
C 1.044 -4.800 1.928 -0.524
C -4.390 -2.490 0.963 0.844
C 2.365 -1.690 3.229 -0.429
C -4.221 -1.083 1.458 -0.890
C 1.858 -0.940 -3.618 -1.003
B -1.403 0.856 -0.686 -0.066
H -3.175 -0.124 -2.138 0.093
H -3.896 -1.740 -5.146 0.472
H -2.515 1.005 1.930 0.892
H -0.690 -3.701 3.512 0.466
H -4.371 -1.386 -1.804 0.205
H 0.910 -0.269 5.159 0.495
H 3.909 -1.505 -3.922 0.475
H -0.105 -0.387 -2.952 0.604
H 4.198 -2.705 0.595 0.501
H -1.015 -4.895 -4.980 0.495
H -1.438 -2.604 2.360 0.036
H -2.889 1.539 4.309 0.488
H 4.374 -1.652 -1.481 0.539
H 2.821 -5.051 -0.935 0.477
H -5.135 -0.713 1.918 0.541
H -6.588 -5.072 1.161 0.411
H -1.158 0.847 5.986 0.457
H -2.659 -3.548 -6.262 0.429
H -4.822 -6.182 -0.183 0.488
H -0.575 -4.364 -2.636 0.591
H -1.956 -4.284 2.434 0.379
H 1.601 -0.865 -4.665 0.520
H 2.276 -1.963 4.273 0.557
H -3.949 -0.401 0.651 0.059
H -4.443 -0.460 -3.300 0.545
H -3.433 -1.047 2.215 0.246
H 2.896 -5.753 1.444 0.358
H -2.810 -4.936 -0.812 0.353
H -6.305 -2.738 1.878 0.437
H 0.995 -3.637 -1.733 0.449
H 1.102 -5.087 2.971 0.423
```

Calculated values
Energy above the lowest of the compared OMol25 structures with the same formula, charge and spin ... 33.5 kJ/mol
HOMO ... -10.6 eV
Total charge ... +1
Orbital gap ... 6.015 eV



Density functional theory data (ωB97M-V with the def2-TZVPD basis set) for a cluster of 2 separate species, C6H13NO2 in total.

Structure (XYZ):
```
22
Properties=species:S:1:pos:R:3:nbo_charge:R:1
O 2.235 0.238 -0.643 -0.680
O -0.391 1.770 -1.653 -0.670
N -2.308 0.638 -1.172 -0.838
C 0.560 -1.995 -0.405 -0.636
C -0.980 0.669 -1.549 0.527
C 0.248 -0.664 0.245 -0.146
C 1.195 0.340 0.235 0.393
C 1.214 1.520 1.157 -0.679
C -0.713 -0.779 1.406 -0.630
H -0.375 -2.473 -0.713 0.196
H -0.237 -1.219 2.286 0.208
H -1.547 -1.430 1.126 0.206
H -0.708 -0.190 -2.188 0.132
H 1.597 1.219 2.138 0.229
H 1.082 -2.668 0.281 0.214
H -1.128 0.192 1.687 0.212
H 1.188 -1.880 -1.293 0.230
H 2.590 1.127 -0.813 0.484
H 0.210 1.929 1.279 0.237
H 1.837 2.326 0.760 0.214
H -2.874 -0.183 -1.328 0.395
H -2.693 1.513 -0.843 0.402
```

Calculated values
Energy above the lowest of the compared OMol25 structures with the same formula, charge and spin ... 160.6 kJ/mol
HOMO ... -7.9 eV
Total charge ... 0
Orbital gap ... 8.762 eV
SMILES ... CC(C)=C(C)O.NC=O



Density functional theory data (ωB97M-V with the def2-TZVPD basis set) for a cluster of 2 separate species, C2H9N3O2S in total.

Structure (XYZ):
```
17
Properties=species:S:1:pos:R:3:nbo_charge:R:1
S -2.435 -0.206 0.414 1.638
O -2.141 -1.280 -0.477 -0.940
O -0.975 0.808 0.375 -0.933
N 0.823 -1.286 -0.513 -0.604
N -3.551 0.744 -0.444 -1.096
N 1.607 -0.310 -0.044 -0.066
C 2.024 0.713 -0.790 -0.273
C 1.832 -0.544 1.382 -0.435
H -0.420 0.104 0.004 0.482
H 2.893 1.214 -0.356 0.182
H 1.360 0.294 1.902 0.231
H 1.245 -1.491 1.552 0.262
H 1.840 0.862 -1.804 0.201
H -4.013 1.466 0.123 0.403
H 0.683 -1.053 -1.561 0.309
H -3.712 0.570 -1.433 0.417
H 2.939 -0.603 1.670 0.223
```

Calculated values
Energy above the lowest of the compared OMol25 structures with the same formula, charge and spin ... 269.9 kJ/mol
HOMO ... -8.0 eV
Total charge ... 0
Orbital gap ... 8.743 eV



Density functional theory data (ωB97M-V with the def2-TZVPD basis set) for a structure of composition C3H12CsN6O3.

Structure (XYZ):
```
25
Properties=species:S:1:pos:R:3:nbo_charge:R:1
Cs -17.597 -13.127 -24.353 0.987
O -16.283 -15.444 -25.511 -0.738
O -16.766 -11.282 -20.258 -0.623
O -19.347 -10.723 -24.169 -0.746
N -20.234 -8.668 -24.664 -0.817
N -18.577 -11.949 -21.425 -0.873
N -14.066 -15.647 -25.943 -0.835
N -15.079 -17.021 -24.380 -0.828
N -18.438 -9.503 -25.840 -0.833
N -17.367 -13.461 -20.125 -0.878
C -19.321 -9.664 -24.797 0.794
C -15.223 -16.029 -25.313 0.790
C -17.544 -12.161 -20.553 0.762
H -20.235 -7.900 -25.312 0.399
H -18.452 -8.690 -26.429 0.400
H -17.731 -10.190 -26.021 0.392
H -18.764 -10.981 -21.634 0.422
H -19.197 -12.615 -21.841 0.384
H -21.098 -8.900 -24.207 0.418
H -15.952 -17.382 -24.032 0.406
H -16.462 -13.660 -19.736 0.410
H -14.103 -15.222 -26.851 0.413
H -14.357 -17.716 -24.485 0.400
H -18.099 -14.119 -19.931 0.398
H -13.198 -16.077 -25.670 0.396
```

Calculated values
Energy above the lowest of the compared OMol25 structures with the same formula, charge and spin ... 77.0 kJ/mol
HOMO ... -12.5 eV
Total charge ... +1
Orbital gap ... 9.591 eV



Density functional theory data (ωB97M-V with the def2-TZVPD basis set) for a cluster of 2 separate species, C3H8N2O in total.

Structure (XYZ):
```
14
Properties=species:S:1:pos:R:3:lowdin_spin:R:1
O 1.852 0.644 -1.605 0.009
N 0.315 -1.006 -1.860 0.019
N -1.005 0.301 0.951 0.656
C 1.411 -0.299 -2.227 0.001
C 0.345 -0.005 1.434 0.109
C -1.843 0.914 1.638 0.072
H 0.271 -0.759 2.223 0.009
H -0.235 -1.528 -2.518 0.000
H 1.805 -0.512 -3.233 0.000
H -1.720 1.371 2.622 0.043
H -2.870 0.977 1.245 0.031
H -0.175 -0.626 -1.064 0.002
H 0.987 -0.382 0.637 0.018
H 0.861 0.908 1.755 0.031
```

Calculated values
Energy above the lowest of the compared OMol25 structures with the same formula, charge and spin ... 186.5 kJ/mol
HOMO (alpha / beta) ... -13.6 / -13.5 eV
Total charge ... +1
Orbital gap (alpha / beta) ... 8.033 / 3.967 eV
Spin multiplicity ... 2